1.
DFT (ωB97M-V/def2-TZVPD) results for 2 unconnected molecules or ions with the total composition C3H9S2.

Computed properties:
Gap between HOMO and LUMO   5.7 eV
Net charge   -1
HOMO   -2.3452 eV
LUMO   3.381 eV

Each line ends with the Löwdin charge.
Positions of all 14 atoms, in Å:
S (-1.14, 1.57, 0.58)  0.084
S (1.37, -1.48, -0.29)  0.663
C (1.91, 0.17, 0.22)  -0.479
C (0.15, -1.86, 0.94)  -0.485
C (-1.85, 1.50, -1.12)  -0.728
H (-2.92, 1.23, -1.11)  -0.026
H (1.55, 0.43, 1.21)  0.009
H (1.46, 0.83, -0.51)  -0.021
H (-1.32, 0.72, -1.70)  -0.026
H (2.99, 0.34, 0.14)  0.017
H (-1.88, 2.29, -1.89)  -0.011
H (-0.59, -1.06, 0.91)  -0.044
H (0.58, -1.87, 1.94)  0.026
H (-0.32, -2.82, 0.69)  0.020

---

2.
DFT (ωB97M-V/def2-TZVPD) results for 2 unconnected molecules or ions with the total composition C3H9S2.

Computed properties:
Gap between HOMO and LUMO   5.9 eV
Net charge   -1
HOMO   -2.3747 eV
LUMO   3.501 eV

Each line ends with the Löwdin charge.
Positions of all 14 atoms, in Å:
S (0.13, -0.83, 2.21)  0.074
S (0.38, 1.26, -0.74)  0.629
C (0.70, 0.33, -2.22)  -0.674
C (-0.22, 0.75, -3.38)  -0.196
C (-1.33, -1.61, 2.96)  -0.743
H (1.73, 0.44, -2.55)  0.047
H (0.65, 0.33, 0.20)  -0.280
H (-1.16, 1.13, -2.98)  0.043
H (0.55, -0.73, -2.05)  0.061
H (-1.56, -2.58, 2.48)  -0.021
H (0.22, 1.54, -3.97)  0.053
H (-2.23, -1.01, 2.87)  -0.022
H (-1.18, -1.80, 4.03)  -0.027
H (-0.42, -0.11, -4.03)  0.056

---

3.
DFT (ωB97M-V/def2-TZVPD) results for 2 unconnected molecules or ions with the total composition C3H9S2.

Computed properties:
Gap between HOMO and LUMO   5.6 eV
Net charge   -1
HOMO   -2.2663 eV
LUMO   3.370 eV

Each line ends with the Löwdin charge.
Positions of all 14 atoms, in Å:
S (-3.07, -0.46, 0.00)  0.532
S (1.36, -1.05, 0.65)  0.221
C (1.04, 0.89, -1.15)  -0.267
C (1.96, 0.44, -0.07)  -0.874
C (-1.88, -0.99, 1.25)  -0.583
H (-2.42, -1.02, 2.20)  0.007
H (0.79, 0.14, -1.90)  0.044
H (-2.21, -0.24, -1.04)  -0.162
H (2.93, 0.15, -0.28)  -0.027
H (-1.45, -1.97, 1.16)  -0.004
H (1.55, 1.68, -1.80)  0.058
H (0.19, 1.49, -0.79)  0.057
H (2.19, 1.22, 0.66)  0.038
H (-0.99, -0.28, 1.11)  -0.040

---

Which of them is the most stable? Correct choice: 2.

---

1.
DFT (ωB97M-V/def2-TZVPD) results for 2 unconnected molecules or ions with the total composition F3NO2S.

Computed properties:
Gap between HOMO and LUMO (spin up / spin down)   5.1 / 5.0 eV
HOMO (spin up / spin down)   -10.2770 / -10.2218 eV
LUMO (spin up / spin down)   -5.169 / -5.189 eV

Each line ends with the Löwdin charge.
Positions of all 7 atoms, in Å:
S (-0.28, -0.34, -0.77)  0.916
F (1.81, 0.98, 1.27)  -0.076
F (-0.61, -0.75, 1.69)  -0.108
F (-1.50, 0.76, -1.06)  -0.266
O (-0.11, -1.21, -1.90)  -0.310
O (1.41, 1.82, 0.38)  0.018
N (-0.72, -1.25, 0.39)  -0.173

---

2.
DFT (ωB97M-V/def2-TZVPD) results for a single F3NO2S molecule.

Computed properties:
Gap between HOMO and LUMO   12.6 eV
Structure (SMILES)   O=S(=O)(F)N(F)F
HOMO   -12.4144 eV
LUMO   0.174 eV

Each line ends with the Löwdin charge.
Positions of all 7 atoms, in Å:
S (-0.72, -0.07, 0.10)  0.700
F (-1.47, 0.94, -0.86)  -0.141
F (1.39, -1.07, 0.21)  -0.042
F (1.52, 1.12, -0.06)  0.000
O (-1.27, -1.37, -0.10)  -0.218
O (-0.74, 0.55, 1.37)  -0.216
N (1.00, -0.02, -0.59)  -0.083

---

Which of them is the most stable? Correct choice: 2.

---

1.
DFT (ωB97M-V/def2-TZVPD) results for a molecular structure, C4H10O3.

Computed properties:
Gap between HOMO and LUMO   6.4 eV
Net charge   -2
HOMO   0.5540 eV
LUMO   6.963 eV

Each line ends with the Löwdin charge.
Positions of all 17 atoms, in Å:
O (1.46, -3.26, -1.91)  -0.370
O (0.62, 2.64, 2.60)  -0.432
O (-0.42, -2.08, -0.85)  -0.309
C (0.15, 1.28, 0.57)  -0.224
C (-0.16, -0.70, -1.10)  -0.357
C (-0.79, 0.18, 0.07)  -0.227
C (-0.33, 1.94, 1.96)  -0.567
H (0.90, -0.56, -1.21)  0.075
H (1.19, 0.91, 0.54)  0.095
H (-1.21, 2.58, 1.71)  0.062
H (-0.67, 1.03, 2.52)  0.063
H (2.24, -2.72, -2.11)  -0.083
H (-0.75, -0.51, -2.00)  0.075
H (-1.02, -0.63, 0.81)  0.091
H (0.57, -2.68, -1.31)  -0.028
H (-1.79, 0.51, -0.18)  0.076
H (0.03, 2.06, -0.13)  0.061

---

2.
DFT (ωB97M-V/def2-TZVPD) results for 2 unconnected molecules or ions with the total composition C4H10O3.

Computed properties:
Gap between HOMO and LUMO   6.8 eV
Net charge   -2
HOMO   0.1971 eV
LUMO   7.029 eV

Each line ends with the Löwdin charge.
Positions of all 17 atoms, in Å:
O (-2.44, -3.51, 0.78)  -0.536
O (1.33, 3.63, -0.81)  -0.410
O (-0.20, -2.18, 0.58)  -0.166
C (0.37, 1.40, -0.47)  -0.242
C (0.64, 0.06, 0.24)  -0.238
C (1.61, 2.35, -0.57)  -0.605
C (-0.55, -0.88, 0.25)  -0.368
H (2.26, 1.87, -1.35)  0.067
H (2.20, 2.19, 0.38)  0.067
H (-1.07, -2.75, 0.64)  0.000
H (0.97, 0.30, 1.25)  0.096
H (-0.44, 1.95, 0.02)  0.092
H (-1.01, -0.84, -0.75)  0.099
H (0.04, 1.22, -1.50)  0.091
H (-1.31, -0.46, 0.94)  0.108
H (1.48, -0.44, -0.25)  0.101
H (-2.88, -3.56, -0.08)  -0.157

---

Which of them is the most stable? Correct choice: 2.